This record from the OMol25 dataset describes a structure of composition C29H29IN7O4Zn. The level of theory is the ωB97M-V functional and the def2-TZVPD basis.

```
71
Properties=species:S:1:pos:R:3:forces:R:3
Zn -0.929940 -1.040152 -0.115725 0.2 0.0 0.0
C 3.192498 -1.369335 1.155602 0.0 0.0 0.0
C 1.704771 -1.135632 1.140074 0.2 0.0 0.2
N 1.074389 -0.857957 0.013999 -0.4 -0.2 -0.3
N 1.735340 -0.784165 -1.203568 -0.3 0.0 -0.3
C 0.865590 -0.889404 -2.188645 -0.1 0.0 0.3
O -0.419391 -1.084686 -2.071288 0.6 0.1 -0.2
C 1.406859 -0.740130 -3.573155 0.0 0.0 0.0
C 0.532719 -0.781853 -4.655756 0.0 0.0 0.0
C 1.004582 -0.632865 -5.953977 0.0 0.0 0.0
C 2.358102 -0.443707 -6.188545 0.0 0.0 0.0
C 3.238335 -0.406404 -5.111384 0.0 0.0 0.0
C 2.768551 -0.552206 -3.817119 0.0 0.0 0.0
C 0.936986 -1.257070 2.302561 -0.3 0.0 -0.1
C 1.442986 -1.699116 3.548624 0.0 0.0 0.0
C 0.673833 -1.708853 4.670848 0.0 0.0 0.1
C -0.666532 -1.185279 4.564162 0.1 0.0 0.0
C -1.176164 -0.849034 3.367452 0.0 -0.1 -0.3
N -0.491494 -1.058933 2.145131 0.3 0.1 0.4
H 3.610393 -1.142266 0.178035 0.0 0.0 0.0
H 3.675667 -0.750035 1.912029 0.0 0.0 0.0
H 3.417500 -2.412474 1.389924 0.0 0.0 0.0
H -0.518657 -0.936012 -4.454089 0.0 0.0 0.0
H 0.310781 -0.667246 -6.785942 0.0 0.0 0.0
H 2.727178 -0.328359 -7.200628 0.0 0.0 0.0
H 4.298639 -0.263998 -5.285176 0.0 0.0 0.0
H 3.441673 -0.526651 -2.970932 0.0 0.0 0.0
H 2.476260 -2.028114 3.601321 0.0 0.0 0.0
H 1.062310 -2.046052 5.622720 0.0 0.0 0.0
H -1.258593 -1.013319 5.457343 0.0 0.0 0.0
H -2.172669 -0.429974 3.260208 0.0 -0.1 0.0
N 1.156948 2.106412 -0.810698 -0.1 0.1 0.0
C -0.098723 2.397372 -0.452584 0.3 0.0 0.0
O -0.959161 1.561034 -0.218449 -0.3 0.2 -0.1
C -0.440225 3.876608 -0.381617 0.0 0.0 0.0
I 0.529767 4.849357 1.253718 0.0 0.0 0.0
H 1.451931 1.134136 -0.894927 0.1 -0.1 0.0
H 1.830491 2.839131 -0.940213 0.0 0.0 0.0
H -1.503274 3.991161 -0.214213 0.0 0.0 0.0
H -0.135243 4.406775 -1.279623 0.0 0.0 0.0
C -2.771390 2.151696 4.618134 0.0 0.0 0.0
C -3.651556 2.434964 3.431654 0.0 0.0 0.0
C -3.132750 2.495762 2.143542 0.1 0.0 0.0
C -3.939812 2.790996 1.053385 -0.1 0.0 -0.1
C -5.305285 2.965331 1.222886 0.0 -0.1 0.0
N -6.200940 3.225719 0.151114 -0.1 0.0 0.0
C -6.124033 2.962320 -1.198314 0.3 0.3 -0.1
O -6.723464 3.669086 -1.995603 -0.1 -0.1 0.0
N -5.335024 1.928259 -1.643096 -0.1 -0.1 0.1
C -4.884530 0.798007 -0.914373 0.0 0.0 0.0
C -5.704183 0.090822 -0.046059 0.1 0.0 0.0
C -5.147445 -0.927150 0.709419 0.0 0.1 -0.1
C -3.798769 -1.214956 0.560643 -0.2 -0.2 0.2
N -3.030955 -0.560390 -0.309880 0.1 -0.1 0.1
C -3.556181 0.418720 -1.032196 0.0 0.0 0.0
C -5.841160 2.888003 2.504867 0.0 0.0 0.0
C -5.019141 2.647308 3.591883 0.0 0.0 0.0
H -1.736073 2.004119 4.315532 0.0 0.0 0.0
H -3.087853 1.244301 5.135809 0.0 0.0 0.0
H -2.812271 2.975001 5.334397 0.0 0.0 0.0
H -2.080388 2.294300 1.979244 0.0 0.0 0.0
H -3.508485 2.845775 0.063800 0.1 0.0 0.0
H -6.858623 3.972608 0.310634 0.0 0.0 0.0
H -5.312856 1.885860 -2.649401 0.0 0.0 0.0
H -6.745080 0.368050 0.061073 0.0 0.0 0.0
H -5.740930 -1.482082 1.422230 0.0 0.0 0.0
H -3.294543 -1.969393 1.164817 0.1 0.2 -0.1
H -2.881690 0.949075 -1.694350 0.0 0.0 0.0
H -6.910202 3.005797 2.641916 0.0 0.0 0.0
H -5.453361 2.597250 4.584471 0.0 0.0 0.0
O -1.126141 -2.194460 1.446126 -0.1 0.0 0.0
```
Forces are in eV/Å.

Computed properties:
Energy   -3883.8479 a.u.
Multiplicity   1
Highest occupied orbital energy   -2.3 eV
Molecular weight   731.89 g/mol
Net charge   -1
Largest force on an atom   0.0118 Eh/bohr

Atomic partial charges in e from the Löwdin method, atoms 1 to 2: 0.716, -0.041

---

This record from the OMol25 dataset describes a structure of composition C29H29IN7O4Zn. The level of theory is the ωB97M-V functional and the def2-TZVPD basis.

```
71
Properties=species:S:1:pos:R:3:forces:R:3
Zn -1.272664 0.319633 -0.000493 0.1 -0.7 0.2
C 1.006798 4.007630 0.656042 0.0 0.0 0.0
C 0.012242 2.893508 0.714708 0.1 0.0 -0.1
N 0.110132 1.860427 -0.040505 0.1 0.2 0.0
N 1.113163 1.735101 -0.922970 -0.1 -0.1 -0.1
C 0.769618 0.771908 -1.806847 -0.1 0.1 0.1
O -0.371732 0.272532 -1.915436 0.2 0.1 -0.2
C 1.856781 0.290429 -2.708959 0.0 0.0 0.0
C 3.123064 0.867218 -2.709683 0.0 0.0 0.0
C 4.122657 0.348619 -3.518982 0.0 0.0 0.0
C 3.863909 -0.750216 -4.328967 0.0 0.0 0.0
C 2.600221 -1.326074 -4.330978 0.0 0.0 0.0
C 1.598675 -0.806356 -3.524677 0.0 0.0 0.0
C -1.186762 2.897331 1.575947 -0.1 0.0 0.1
C -1.390675 3.783346 2.633946 0.0 0.0 0.0
C -2.543484 3.661075 3.392032 0.0 0.0 0.0
C -3.462731 2.667643 3.090761 0.0 0.0 0.0
C -3.191818 1.832756 2.015350 0.0 0.0 0.0
N -2.100631 1.964279 1.280087 0.0 0.2 0.1
H 2.015013 3.605758 0.771879 0.0 0.0 0.0
H 0.833223 4.771009 1.411162 0.0 0.0 0.0
H 0.977143 4.476408 -0.330528 0.0 0.0 0.0
H 3.306489 1.715457 -2.064750 0.0 0.0 0.0
H 5.108919 0.796683 -3.513991 0.0 0.0 0.0
H 4.648153 -1.159035 -4.954693 0.0 0.0 0.0
H 2.398177 -2.186502 -4.957289 0.0 0.0 0.0
H 0.608685 -1.243147 -3.490569 0.0 0.0 0.0
H -0.654125 4.536499 2.874554 0.0 0.0 0.0
H -2.715424 4.334068 4.223303 0.0 0.0 0.0
H -4.367236 2.538103 3.668642 0.0 0.0 0.0
H -3.845916 1.020271 1.716063 0.0 0.0 0.0
N -0.745827 -2.947262 -0.473156 -0.1 -0.1 0.0
C 0.451244 -2.446895 -0.350039 0.0 -0.1 0.1
O 0.723058 -1.327001 0.166552 -0.2 0.4 0.0
C 1.671745 -3.235181 -0.838293 0.0 0.0 -0.1
I 2.338112 -4.649893 0.643981 0.0 0.0 0.0
H -2.440649 -1.617560 -0.252544 0.1 -0.3 -0.1
H -0.716359 -3.873329 -0.889320 0.1 0.0 0.0
H 2.521215 -2.580204 -1.004522 0.0 0.0 0.0
H 1.467476 -3.836876 -1.719492 0.0 0.0 0.0
C 3.487915 0.480124 0.900978 -0.1 0.0 0.0
C 3.143480 0.257998 2.343090 0.0 0.0 0.1
C 2.830016 1.315943 3.190493 0.0 0.0 0.0
C 2.473153 1.098483 4.513523 0.0 0.0 0.0
C 2.409706 -0.194416 5.010892 0.0 0.1 -0.1
N 1.993842 -0.428836 6.356476 -0.1 -0.2 0.1
C 0.880874 0.127983 6.941463 0.1 0.1 0.0
O 0.828548 0.389333 8.133960 0.0 0.0 0.0
N -0.170530 0.380835 6.090322 0.0 0.1 0.0
C -0.454204 -0.360965 4.906737 -0.1 -0.1 0.0
C -0.567073 -1.742211 4.932792 0.0 0.0 0.0
C -0.828300 -2.408748 3.749964 0.0 0.0 0.0
C -0.974701 -1.677328 2.578650 0.0 0.0 0.0
N -0.865509 -0.348430 2.556888 -0.1 -0.1 -0.2
C -0.614375 0.285494 3.689936 0.1 0.1 0.1
C 2.725617 -1.261060 4.179626 0.0 0.0 0.0
C 3.089902 -1.033154 2.864366 0.0 0.0 0.0
H 3.537035 1.543223 0.664368 0.0 0.0 0.0
H 2.705737 0.042327 0.274517 0.1 0.0 0.0
H 4.442761 0.015032 0.645538 0.0 0.0 0.0
H 2.859921 2.328753 2.803995 0.0 0.0 0.0
H 2.220453 1.930133 5.161390 0.0 0.0 0.0
H 2.686095 -0.721238 7.025976 0.0 0.1 0.0
H -0.921924 0.885657 6.530505 0.0 -0.1 0.0
H -0.440393 -2.274282 5.868641 0.0 0.0 0.0
H -0.917298 -3.486711 3.723301 0.0 0.0 0.0
H -1.185051 -2.157639 1.629854 0.0 0.0 0.0
H -0.514446 1.366953 3.645503 0.0 0.0 0.0
H 2.639804 -2.272867 4.557349 0.0 0.0 0.0
H 3.292886 -1.875980 2.213623 0.0 0.0 0.0
O -2.786037 -0.761284 0.013825 -0.2 0.4 0.2
```
Forces are in eV/Å.

Computed properties:
Energy   -3883.9545 a.u.
Multiplicity   1
Highest occupied orbital energy   -5.2 eV
Molecular weight   731.89 g/mol
Net charge   -1
Largest force on an atom   0.0144 Eh/bohr

Atomic partial charges in e from the Löwdin method, atoms 1 to 2: 0.717, -0.026

---

This record from the OMol25 dataset describes the molecule C29H29N5O3. The level of theory is the ωB97M-V functional and the def2-TZVPD basis.

```
66
Properties=species:S:1:pos:R:3:forces:R:3
C -0.343063 4.701551 -0.249555 0.0 0.3 0.0
C 0.921002 5.101214 -0.986229 -0.3 -0.2 0.1
O 1.222358 6.253278 -1.200757 0.0 0.3 0.0
N 1.647933 4.005704 -1.352092 -0.1 -0.4 0.0
C 2.852511 3.922552 -2.027040 0.3 0.0 -0.2
C 3.582430 5.069339 -2.337942 0.0 0.3 0.1
C 4.801767 4.985950 -2.976300 0.0 -0.3 0.0
C 5.321447 3.746314 -3.318646 0.1 0.1 0.0
C 4.603997 2.603037 -3.044247 0.0 0.0 0.0
C 3.352543 2.647639 -2.413413 0.3 0.4 -0.2
C 2.613902 1.412336 -2.177964 -0.4 0.1 0.5
N 1.644505 1.410427 -1.307097 0.7 0.2 -0.4
C 0.912660 0.302197 -1.021729 -0.4 -1.0 0.0
C -0.123081 0.367975 -0.081757 0.1 -0.2 -0.2
C -0.852311 -0.757173 0.220327 -0.1 0.0 0.0
C -0.564122 -1.978087 -0.402915 0.1 0.3 -0.3
C -1.419156 -3.185918 -0.151549 0.1 0.0 0.0
O -2.234507 -3.549702 -0.980038 -0.2 0.0 -0.3
N -1.224946 -3.834863 1.015780 -0.1 -0.2 0.1
C -0.261146 -3.465795 2.025805 0.3 0.1 0.2
C -0.890594 -3.650705 3.430669 0.2 0.0 -0.1
N -2.333668 -3.595063 3.380589 -0.1 -0.1 0.1
C -2.913277 -2.322917 3.174340 -0.2 0.2 0.1
C -3.590095 -1.995611 2.001788 0.0 0.0 0.1
C -4.158419 -0.745018 1.805782 0.0 0.0 0.1
C -4.867167 -0.437197 0.521872 -0.1 0.0 0.0
C -4.047847 0.200110 2.815477 0.0 0.0 -0.1
C -3.413326 -0.126452 3.999570 0.0 0.0 -0.1
C -2.852962 -1.377959 4.208996 0.1 0.0 0.0
C -2.244489 -1.696177 5.543178 0.0 0.0 0.0
C -2.849533 -4.719796 2.627297 0.0 -0.2 0.0
C -2.027075 -4.994661 1.343967 -0.2 -0.1 -0.1
C 0.443481 -2.060038 -1.345840 -0.1 0.0 0.1
C 1.183987 -0.924046 -1.658729 -0.4 0.5 0.5
N 2.187136 -0.919703 -2.587958 0.1 -0.1 -0.1
C 2.939679 0.177404 -2.948262 0.0 -0.8 -0.3
O 3.756361 0.055773 -3.839958 0.0 0.2 0.0
H -0.938167 4.025460 -0.859277 -0.1 -0.1 0.0
H -0.923479 5.591247 -0.023770 0.0 0.0 0.0
H -0.082510 4.199843 0.680099 0.0 -0.1 0.1
H 1.285590 3.075499 -1.111699 0.0 0.5 0.1
H 3.177541 6.027541 -2.058242 0.0 0.0 0.0
H 5.351645 5.888447 -3.197291 0.0 0.1 0.0
H 6.283871 3.671630 -3.801003 0.1 0.0 0.0
H 5.017841 1.649388 -3.322833 0.0 0.0 0.0
H -0.335077 1.311302 0.396039 0.0 0.1 0.1
H -1.658966 -0.703926 0.935903 -0.1 0.0 0.1
H 0.031711 -2.426259 1.875307 0.0 -0.2 0.1
H 0.636206 -4.093455 1.933196 0.0 0.1 0.0
H -0.616605 -4.628555 3.838710 0.0 0.1 0.0
H -0.506537 -2.881270 4.096742 0.0 -0.1 0.0
H -3.670204 -2.714572 1.201077 0.0 -0.1 -0.1
H -4.811233 0.624537 0.291944 0.0 0.1 -0.1
H -4.437075 -1.002561 -0.302319 0.0 0.0 -0.1
H -5.920036 -0.709308 0.603346 -0.1 0.0 -0.1
H -4.470918 1.184920 2.682116 -0.1 0.1 0.0
H -3.361719 0.605420 4.793451 0.0 0.1 0.1
H -2.283499 -2.765835 5.733068 0.0 -0.1 0.1
H -2.790313 -1.178223 6.329126 0.0 0.0 0.1
H -1.205221 -1.367792 5.596153 0.1 0.0 0.1
H -2.798606 -5.600717 3.279032 -0.1 0.0 -0.1
H -3.898454 -4.537788 2.397340 0.1 0.0 0.0
H -2.673604 -5.199674 0.489808 0.1 -0.1 0.1
H -1.357489 -5.848867 1.494028 0.0 0.0 0.0
H 0.649213 -2.994791 -1.846751 0.0 -0.1 -0.1
H 2.384870 -1.771280 -3.103286 0.1 0.2 0.0
```
Forces are in eV/Å.

Computed properties:
Energy   -1622.0716 a.u.
Multiplicity   1
SMILES   CC(=O)Nc1ccccc1-c1nc2ccc(C(=O)N3CCN(c4cc(C)ccc4C)CC3)cc2[nH]c1=O
Highest occupied orbital energy   -8.2 eV
Molecular weight   495.58 g/mol
Largest force on an atom   0.0209 Eh/bohr

Atomic partial charges in e from the natural (NBO) method, atoms 1 to 2: -0.711, 0.690